Entry 1:
Computed, not measured: a structure of composition CH22InLi2O14P, with ωB97M-V/def2-TZVPD.

```
41
Properties=species:S:1:pos:R:3:forces:R:3
Li -35.473 -7.889 -1.078 -0.448 -0.569 0.598
Li -34.021 -8.919 -4.067 0.122 -0.681 -0.138
In -34.923 -3.542 -2.014 -0.173 -0.149 -0.345
P -34.127 -6.832 -2.816 -0.537 0.406 0.136
O -33.051 -5.793 -2.468 -1.377 -0.705 -0.185
O -34.307 -7.124 -4.313 0.205 -0.217 0.240
O -35.512 -6.336 -2.279 1.389 0.011 0.355
O -33.870 -8.219 -2.156 -0.492 0.936 -1.137
O -36.713 -6.754 -5.966 -0.436 -0.486 0.255
H -35.879 -6.805 -5.497 0.347 0.048 -0.079
H -36.796 -5.832 -6.207 -0.052 0.375 -0.225
O -32.312 -6.738 -0.181 0.334 0.491 0.838
H -32.496 -7.672 -0.077 0.323 -1.133 0.705
H -32.701 -6.510 -1.025 0.295 0.698 -0.722
O -36.640 -9.212 -1.897 0.546 0.283 0.222
H -36.431 -8.958 -2.797 -0.371 0.015 -0.436
H -37.419 -9.762 -1.978 -0.375 -0.256 0.205
O -32.714 -9.495 -0.303 0.116 -0.003 0.645
H -32.969 -9.046 -1.110 -0.321 -0.134 -0.562
H -32.269 -10.288 -0.601 0.396 -0.405 0.328
O -32.268 -6.857 -5.929 0.639 -0.568 -0.337
H -33.024 -6.945 -5.349 -0.729 0.114 0.105
H -31.875 -6.019 -5.685 0.611 0.720 0.003
O -34.886 -4.572 -4.895 -0.429 0.650 0.534
H -34.456 -5.427 -4.873 0.153 -0.275 -0.124
H -34.434 -4.095 -5.591 0.172 0.411 -0.296
O -31.741 -4.192 -4.186 0.114 -0.129 -0.628
H -32.030 -4.820 -3.523 -0.120 0.128 0.268
H -32.064 -3.347 -3.873 0.203 0.388 -0.077
O -30.902 -7.400 -3.146 0.597 -0.259 -0.302
H -31.504 -8.140 -3.225 0.018 -0.473 0.049
H -31.472 -6.634 -3.070 -0.146 0.558 0.450
O -37.806 -6.756 -3.385 -1.009 -0.449 0.820
H -36.928 -6.716 -3.008 0.670 0.607 0.163
H -37.660 -6.818 -4.329 -0.145 0.034 -1.219
C -39.215 -6.853 0.033 1.251 -0.232 -0.182
O -38.325 -6.154 -0.829 -0.050 0.402 1.572
H -38.938 -7.894 -0.133 -0.576 -0.682 -0.066
H -39.002 -6.673 1.087 -0.153 0.674 -0.267
H -40.257 -6.699 -0.247 -0.243 -0.001 -0.019
H -38.385 -6.532 -1.709 -0.321 -0.144 -1.143
```
Positions in Å, forces in eV/Å.

Properties
Energy relative to the best compared isomer or geometry (same formula, charge and spin) in eV: 0.645
M in g mol⁻¹: 417.8
Net charge: +2
Max |F| in eV Å⁻¹: 1.62
Lowest unoccupied orbital energy in eV: -14.3

Entry 2:
Computed, not measured: a structure of composition C21H14N5O4Sn, with ωB97M-V/def2-TZVPD.

```
45
Properties=species:S:1:pos:R:3:forces:R:3
Sn -0.925 -0.022 1.425 -0.850 0.004 0.768
N 2.550 -0.667 -8.241 -0.515 0.097 1.380
C 2.146 -0.590 -7.156 0.553 -0.102 -1.481
C 1.647 -0.494 -5.815 -0.206 0.060 0.531
C 1.991 -1.463 -4.867 -0.145 -0.043 0.377
C 1.505 -1.371 -3.561 0.059 0.217 -0.208
C 0.673 -0.305 -3.190 0.613 0.289 -0.546
C 0.335 0.668 -4.141 0.134 -0.248 -0.128
C 0.815 0.571 -5.450 -0.143 0.060 0.323
C 0.179 -0.198 -1.788 1.640 0.511 1.224
C -1.097 -0.590 -1.549 -0.156 -0.549 -2.583
C -2.037 -1.152 -2.505 1.152 -0.053 -1.679
C -3.210 -1.420 -1.929 0.760 0.776 2.261
C -2.948 -0.988 -0.565 -4.644 -1.671 -0.261
N -1.764 -0.516 -0.345 -4.408 -0.843 -0.541
C 1.123 0.304 -0.688 0.398 -0.769 -4.889
C 2.409 0.781 -0.925 0.220 0.111 -0.622
C 2.939 1.134 0.307 0.593 0.224 0.208
C 1.962 0.849 1.227 1.980 0.791 1.234
N 0.883 0.346 0.630 2.421 1.236 3.043
H 2.641 -2.295 -5.137 -0.175 0.228 -0.013
H 1.781 -2.131 -2.831 -0.063 0.179 -0.141
H -0.306 1.505 -3.866 0.141 -0.180 -0.037
H 0.539 1.332 -6.178 0.119 -0.226 0.127
H -1.815 -1.344 -3.544 0.298 0.141 0.003
H -4.112 -1.842 -2.326 -0.135 -0.040 -0.015
H -3.738 -1.074 0.195 0.788 0.264 0.047
H 2.906 0.873 -1.882 -0.232 -0.102 0.079
H 3.917 1.550 0.505 -0.121 -0.065 -0.006
H 2.016 0.995 2.300 0.426 -0.017 -1.428
O -0.818 0.989 7.910 -0.010 -0.104 -0.663
C -1.597 0.616 6.846 -2.634 -0.368 2.286
O -2.764 0.331 7.056 2.677 0.594 -0.873
C -0.897 0.611 5.561 1.189 0.017 -2.046
C 0.440 0.939 5.339 -0.497 -0.329 -1.280
N 0.672 0.799 4.001 1.668 0.584 1.106
N -0.392 0.408 3.316 0.115 0.473 3.343
C -1.349 0.291 4.250 -0.638 0.012 1.231
C -2.650 -0.138 3.738 -3.288 -0.126 5.072
O -3.652 -0.294 4.489 3.238 0.402 -3.133
O -2.564 -0.304 2.487 -1.757 -1.026 -3.335
H 0.088 1.194 7.641 -0.237 -0.024 0.262
H 1.247 1.254 5.980 0.022 0.003 -0.036
H 1.531 0.953 3.485 -0.430 -0.008 1.147
H -0.300 -0.100 -0.209 0.077 -0.383 -0.107
```
Positions in Å, forces in eV/Å.

Properties
M in g mol⁻¹: 519.1
Net charge: +1
Max |F| in eV Å⁻¹: 6.05
Lowest unoccupied orbital energy (alpha / beta) in eV: -5.0 / -4.9